A 3-piece molecular cluster, C6H17NO overall in a non-equilibrium geometry. Source: OMol25; level of theory: wB97M-V/def2-TZVPD.

## Properties
* Kohn-Sham gap: 0.2031 Eh

```
25
Properties=species:S:1:pos:R:3:forces:R:3:nbo_charge:R:1
O 1.031056 1.844667 -1.161786 -0.3 -1.0 1.6 -0.88
N 0.286807 -1.086172 1.263406 0.3 1.2 2.3 -0.31
C 2.382551 -0.104152 0.590227 0.5 0.2 0.4 -0.43
C -1.902441 -0.437326 -0.486751 0.3 -0.4 -0.1 -0.39
C 2.405911 -0.719318 -0.801404 1.4 -0.5 0.5 -0.62
C -1.825111 0.928250 -1.103164 -0.2 0.6 0.3 -0.62
C 0.975792 0.072240 1.148173 1.7 -1.1 -0.8 -0.35
C -2.701890 -0.533407 0.796966 0.5 -0.5 0.3 -0.61
H 1.711042 -1.520101 -0.994798 -0.8 0.0 0.0 0.20
H -1.669392 1.601665 -0.252199 -0.2 0.3 -0.1 0.18
H -2.685319 -1.570143 1.130364 -0.2 -0.1 0.0 0.21
H 2.834865 0.879409 0.516213 0.1 0.1 0.0 0.24
H -2.724567 1.256663 -1.616634 -0.1 0.0 -0.1 0.20
H 3.024931 -0.677923 1.275954 -0.4 0.0 0.1 0.20
H 2.398838 0.068762 -1.521105 -0.5 0.2 -0.6 0.26
H 1.034817 -1.782164 1.403994 -0.3 -0.5 -1.2 0.34
H -2.155297 -1.245369 -1.163982 -0.4 0.0 -0.4 0.20
H 0.482364 2.547010 -0.787417 0.0 0.1 -0.1 0.43
H -0.929277 1.050679 -1.702821 -0.3 -0.1 -0.4 0.25
H -2.198569 0.002952 1.608509 -0.2 0.3 -0.1 0.20
H -0.860455 -0.648012 -0.258219 -0.2 -0.5 0.0 0.20
H -3.736927 -0.217367 0.724765 -0.1 0.2 -0.1 0.21
H 0.422063 0.703340 0.322112 0.2 1.3 -1.0 0.37
H 1.038482 0.819937 1.960434 -1.2 0.1 -0.2 0.33
H 3.359716 -1.234117 -0.890843 0.3 0.0 -0.2 0.20
```
Positions in Å, forces in eV/Å.

---

A 8-piece molecular cluster, C40H104N8O12 overall in a non-equilibrium geometry. Source: OMol25; level of theory: wB97M-V/def2-TZVPD.

## Properties
* charge: +1
* 2S+1: 2
* Kohn-Sham gap (spin up / spin down): 0.2839 / 0.0883 Eh

```
164
Properties=species:S:1:pos:R:3:forces:R:3:lowdin_charge:R:1
O -22.431300 -19.491558 -4.054100 -1.6 4.7 2.9 -0.18
O -28.067863 -17.230719 -7.004884 -0.6 0.5 0.5 -0.21
O -15.860264 -17.302077 -6.452120 0.6 -1.4 -0.7 -0.23
O -22.502610 -11.880232 -4.839285 -0.3 -1.4 1.6 -0.16
O -18.536269 -20.134327 -1.586573 -1.1 1.6 0.7 -0.20
O -19.663098 -18.232053 -6.821370 0.0 -1.9 0.2 -0.23
O -16.464138 -26.511317 -8.735982 0.3 2.1 1.8 -0.17
O -19.024420 -24.436657 -6.834368 -0.8 0.1 0.8 -0.17
O -26.382690 -18.432224 -2.736715 -1.7 -2.1 -0.7 -0.21
O -22.449305 -29.258319 -5.861590 -0.9 1.9 0.4 -0.18
O -25.327709 -26.745617 -5.416140 -0.4 -0.3 1.2 -0.20
O -23.050249 -23.668711 -9.406189 -0.4 -0.1 0.6 -0.18
N -23.332256 -26.654002 -8.300434 3.3 1.1 -0.7 0.19
N -22.242111 -19.458985 -7.056594 1.5 -1.1 -1.2 -0.02
N -25.603919 -23.432490 -4.514481 0.7 -1.3 0.1 0.04
N -15.151455 -20.022927 -2.936885 1.5 -1.8 -0.1 0.01
N -21.943528 -14.672292 -5.765613 0.1 -1.1 -0.9 0.03
N -16.974180 -23.613015 -8.469400 1.0 0.2 1.5 -0.02
N -14.399388 -20.059307 -5.983836 -0.4 -1.6 1.6 0.02
N -27.668899 -19.566759 -5.152078 0.1 -1.3 -0.9 -0.06
C -15.497974 -18.371439 -7.419927 0.1 1.2 1.3 -0.13
C -23.238961 -28.753336 -6.919250 0.6 -1.7 -0.9 -0.17
C -17.481277 -20.578882 -2.340958 2.2 1.0 0.8 -0.20
C -27.211296 -20.474014 -4.105368 1.6 0.8 -0.1 -0.19
C -22.833648 -26.001563 -9.527364 -1.0 -0.6 -0.7 -0.10
C -23.601284 -12.174249 -3.967178 -0.4 0.5 0.2 -0.12
C -13.388477 -19.854178 -8.165265 -0.3 1.7 -0.1 -0.06
C -20.117124 -17.188490 -7.659927 0.5 0.0 0.0 -0.13
C -26.030419 -19.801465 -3.206428 -1.1 0.1 0.0 -0.13
C -25.424355 -17.807259 -1.929608 1.3 -0.7 -1.5 -0.12
C -22.457002 -27.671002 -7.774442 -1.1 -0.5 1.2 -0.08
C -20.160265 -15.009899 -4.039571 -0.3 0.0 0.2 -0.06
C -22.697404 -20.479380 -6.109866 -0.6 0.6 -0.6 -0.19
C -23.722773 -22.466995 -9.727254 -0.9 0.4 -0.9 -0.07
C -16.359209 -19.454075 -2.427353 -0.8 0.5 -1.2 -0.40
C -27.501046 -18.460272 -7.422051 -0.6 -0.6 0.2 -0.23
C -19.953262 -25.118250 -5.991050 1.1 -1.4 -0.3 -0.08
C -14.151736 -19.070718 -6.980301 -0.6 -1.4 -1.4 -0.36
C -26.279290 -27.744656 -5.049115 -0.9 -0.4 -0.3 -0.11
C -23.663308 -24.300044 -5.832567 -0.5 0.3 -0.1 -0.04
C -19.715619 -19.559258 -7.457447 0.0 1.2 0.0 -0.18
C -21.984526 -20.490482 -4.802007 2.4 -1.5 -0.2 -0.30
C -19.385318 -21.145874 -1.115684 0.5 -0.1 -0.6 -0.10
C -21.863685 -19.023399 -2.767679 0.0 -1.8 -0.9 -0.02
C -21.339771 -12.656610 -4.559460 1.6 -0.3 -0.6 -0.20
C -23.124928 -30.076067 -4.856881 0.9 0.0 -1.2 -0.04
C -21.113984 -19.920117 -7.926917 -0.4 1.1 -0.9 -0.21
C -16.717555 -18.365941 -3.422637 -0.4 0.5 0.1 -0.06
C -28.917690 -16.493104 -7.952850 2.0 -0.5 0.3 -0.07
C -21.390414 -14.212330 -4.459367 -2.8 0.4 -1.3 -0.40
C -17.143529 -27.489549 -7.994729 0.8 -1.7 -0.3 -0.14
C -17.103669 -22.991472 -7.110341 0.9 0.6 -0.9 -0.20
C -25.918997 -25.595546 -6.036860 0.6 -0.5 -0.1 -0.18
C -26.715670 -19.349584 -6.342513 -2.5 3.0 1.2 -0.13
C -17.125782 -16.639388 -6.718025 2.5 0.6 -0.1 -0.09
C -17.981055 -23.789053 -6.134819 0.9 1.7 0.4 -0.22
C -23.579428 -24.781290 -10.073990 0.5 -1.2 -0.1 -0.21
C -15.606615 -24.206993 -8.616482 -1.4 -1.7 -0.6 -0.19
C -15.580360 -25.596581 -7.966689 1.2 0.1 -0.5 -0.18
C -25.223454 -24.269502 -5.691762 -0.1 1.5 0.5 -0.36
H -22.048769 -21.421520 -4.238861 -0.1 -0.8 -0.2 0.12
H -25.160477 -23.701004 -3.647665 -0.2 -0.3 0.2 0.08
H -23.287925 -29.566409 -7.643559 -0.3 -0.3 -0.4 0.13
H -25.913023 -28.715398 -4.715035 1.2 0.2 -0.6 0.07
H -16.718041 -15.630285 -6.658299 -1.0 0.6 -0.3 0.09
H -17.821913 -20.866613 -3.335593 0.3 -0.2 -0.3 0.12
H -15.247768 -20.587989 -6.128201 -0.1 -0.2 -0.8 0.05
H -15.426740 -18.017714 -8.448470 0.1 0.6 -0.1 0.11
H -20.438499 -16.060657 -3.958326 -0.1 -0.2 -1.1 0.06
H -19.703742 -16.257607 -7.271733 -0.5 0.0 0.4 0.07
H -14.539397 -19.849180 -5.005916 0.5 0.8 -0.3 0.01
H -17.378159 -24.371030 -5.437753 0.1 -1.3 -0.6 0.12
H -22.212650 -14.550681 -3.828860 0.1 0.4 0.7 0.12
H -23.944269 -29.680983 -4.256308 0.0 0.8 -0.4 0.07
H -21.821496 -14.156021 -6.625071 1.0 0.6 0.4 0.07
H -13.153483 -19.112942 -8.929100 0.1 0.1 -0.2 0.06
H -26.939017 -27.592406 -4.194911 0.0 1.3 0.1 0.09
H -22.695689 -26.785939 -10.271546 -0.1 0.1 -0.1 0.14
H -25.686428 -23.556834 -6.374313 0.6 -0.4 -1.3 0.13
H -20.887702 -25.394521 -6.479513 -0.4 1.5 -0.3 0.05
H -14.555825 -25.954270 -8.069070 0.1 -0.4 -0.2 0.12
H -20.777505 -19.007962 -2.677843 0.3 -0.1 -0.8 0.07
H -21.206560 -17.188557 -7.694886 0.1 0.4 -0.3 0.08
H -23.143165 -23.459450 -5.373257 -0.6 0.3 0.4 0.06
H -17.642687 -17.852818 -3.160080 0.0 0.1 0.0 0.08
H -14.487580 -19.379287 -3.343185 -0.4 0.6 0.0 0.07
H -22.174265 -19.777787 -2.044810 -0.3 0.2 0.4 0.08
H -26.608452 -23.397606 -4.415503 0.0 -0.1 0.2 0.07
H -17.000548 -21.386467 -1.788879 0.1 -0.7 -0.4 0.12
H -23.308990 -24.821417 -11.129139 0.1 0.6 -0.3 0.13
H -24.183376 -13.028734 -4.312327 -0.2 0.2 -0.4 0.08
H -26.933072 -27.931662 -5.900996 -0.1 -0.2 -0.1 0.09
H -22.594104 -21.444551 -6.605717 -0.3 -0.1 0.0 0.10
H -24.655135 -22.282603 -9.193589 0.0 -0.4 0.6 0.09
H -19.333962 -14.833650 -4.728238 0.2 -0.3 0.2 0.07
H -26.882574 -18.320048 -8.308566 0.5 0.1 -0.1 0.11
H -20.745873 -12.494072 -5.458887 0.3 0.1 -0.1 0.12
H -21.817705 -18.679452 -6.574599 -0.4 0.3 0.6 0.07
H -17.581324 -27.284333 -7.017830 -0.3 1.0 -0.2 0.07
H -17.835813 -27.986982 -8.674007 -0.5 0.5 0.0 0.08
H -23.158757 -25.160886 -5.393850 -0.4 -0.4 -0.1 0.07
H -23.113481 -21.575317 -9.579633 0.3 -0.4 -0.1 0.09
H -23.371593 -25.910926 -7.617512 -1.6 0.3 0.9 0.10
H -17.409133 -16.874223 -7.744020 -0.5 0.1 0.2 0.08
H -18.919667 -21.652865 -0.270560 -0.2 -0.1 0.3 0.09
H -24.659605 -24.927308 -10.073318 -0.3 0.4 0.5 0.14
H -15.895713 -17.651399 -3.468417 -0.1 0.3 0.2 0.08
H -19.098435 -19.436617 -8.347474 0.3 -0.5 -0.1 0.12
H -24.285707 -28.523810 -6.719904 0.3 0.6 0.6 0.11
H -16.122105 -22.809176 -6.672854 0.3 -0.6 0.3 0.10
H -17.593051 -24.381825 -8.254884 -0.2 -0.6 -1.4 0.05
H -25.144776 -18.365162 -1.035915 -0.4 0.0 0.3 0.09
H -29.782314 -16.989408 -8.393526 0.0 -0.6 0.5 0.08
H -13.390627 -18.393276 -6.593155 -0.4 0.5 -0.1 0.14
H -27.007864 -25.583749 -5.988503 -0.1 0.2 0.9 0.13
H -25.663858 -16.759312 -1.749192 -0.4 -0.3 0.1 0.09
H -21.132244 -20.950542 -8.281874 -0.3 -0.5 0.8 0.11
H -19.483852 -21.860901 -1.932457 -0.5 -0.4 0.0 0.08
H -29.226141 -15.575094 -7.452640 0.0 -0.3 0.1 0.08
H -28.343623 -19.072410 -7.743685 -0.1 -0.5 -0.1 0.11
H -24.569832 -17.851302 -2.604853 0.9 0.6 0.5 0.06
H -15.660873 -25.453804 -6.889080 -1.2 -0.8 0.2 0.11
H -23.498686 -30.904656 -5.458420 0.1 -0.6 0.7 0.10
H -28.245283 -16.234916 -8.770968 -0.2 0.3 -0.3 0.08
H -19.881730 -14.929567 -2.988827 0.3 1.2 0.0 0.08
H -17.893430 -16.764376 -5.954354 0.1 -0.6 -0.2 0.06
H -19.343666 -20.378986 -6.842803 0.5 0.7 0.6 0.10
H -24.063058 -22.575113 -10.757112 0.3 0.6 -0.4 0.09
H -25.885482 -18.794644 -5.905552 0.6 -0.1 -0.7 0.10
H -25.805794 -25.762072 -7.108101 0.4 0.2 -0.6 0.11
H -20.351501 -20.705885 -0.868695 0.2 -0.1 0.1 0.08
H -19.636350 -26.155990 -5.887319 0.9 -0.3 0.6 0.08
H -25.098354 -19.779047 -3.771104 0.0 0.4 -0.3 0.08
H -27.997219 -20.950987 -3.519771 -0.5 1.1 0.5 0.10
H -21.902582 -27.128425 -7.008729 0.4 0.0 0.2 0.13
H -20.028977 -24.714545 -4.981395 -0.4 0.4 -0.2 0.10
H -23.353620 -24.139462 -6.865236 -0.1 -0.4 -0.4 0.05
H -26.895116 -21.384813 -4.613876 1.1 0.3 0.0 0.06
H -12.429647 -20.253455 -7.834617 -0.2 0.1 0.4 0.07
H -16.803238 -18.711943 -4.452715 -0.1 -0.4 0.1 0.07
H -18.259337 -23.018392 -5.415972 -1.3 0.2 0.0 0.11
H -21.148120 -19.434173 -8.902011 -0.8 0.6 -0.1 0.10
H -20.713492 -12.240779 -3.770195 -0.4 0.2 0.6 0.12
H -24.195323 -11.268250 -3.847244 -0.3 0.0 -0.8 0.08
H -22.203088 -18.024825 -2.492428 -0.5 -0.3 -0.5 0.08
H -14.603606 -20.396117 -2.174846 0.0 -0.6 0.1 0.08
H -16.055311 -18.982325 -1.492907 -1.2 -0.1 0.6 0.14
H -20.936391 -20.304497 -5.036361 0.7 -0.4 0.0 0.12
H -23.446833 -12.374530 -2.906930 1.3 -0.3 0.1 0.08
H -27.876201 -18.708578 -4.661504 0.1 0.6 -0.7 0.09
H -16.405046 -18.974372 -7.377684 0.4 -1.1 -0.2 0.10
H -15.382917 -24.544840 -9.628375 -0.3 1.0 -0.6 0.11
H -13.874442 -20.651751 -8.727232 -0.7 -0.1 0.5 0.06
H -26.417654 -20.189077 -6.970642 -0.1 -0.5 0.8 0.10
H -21.852482 -25.575126 -9.318647 0.5 -0.2 0.5 0.16
H -17.384971 -21.946034 -7.236926 -1.0 0.0 0.0 0.09
H -22.286734 -30.266677 -4.186654 -0.4 -0.7 -0.1 0.10
H -22.930115 -14.874125 -5.843142 -0.1 -0.2 1.0 0.06
H -14.804341 -23.540080 -8.300784 -0.2 -0.1 0.3 0.12
H -21.778595 -28.110887 -8.505448 -0.3 0.1 0.0 0.15
H -25.816000 -20.444997 -2.353208 -0.2 0.0 0.4 0.10
H -23.732144 -20.191478 -5.924041 -0.3 -0.7 0.2 0.10
H -19.659375 -17.236431 -8.647991 -0.2 -0.4 -0.4 0.09
H -16.476527 -28.322315 -7.771795 0.5 -0.1 0.2 0.08
```
Positions in Å, forces in eV/Å.

---

ΔE to the lowest compared entry with this formula, charge and spin? In order: 692.6; 251.1 kJ/mol.